# 1
Below is C3H6N2OS2 as an isolated structure in a non-equilibrium geometry, with properties calculated with ωB97M-V/def2-TZVPD.

Values from the calculation:
Highest occupied orbital energy in eV: -8.13
Energy relative to the best compared isomer or geometry (same formula, charge and spin) in kcal/mol: 102.8
Total energy in a.u.: -1098.910073
LUMO in Ha: 0.015

Last column: natural (NBO) charge in e.
Element x y z (Å)
C  -2.33598  -0.66616  -0.01547  -0.442
C  0.08345  -0.02828  -0.15534  0.275
C  2.86260  -0.30181  0.23223  0.380
H  -2.47389  0.01264  0.94685  0.230
H  -3.08182  -0.08425  -0.81264  0.218
H  -2.90032  -1.79553  0.11919  0.221
H  -0.50235  -1.73120  -0.44171  0.399
H  2.53972  0.55376  0.89212  0.178
H  0.54312  3.15844  0.38264  0.149
N  -0.93321  -0.86781  -0.16363  -0.610
N  -0.09058  1.13552  0.40969  -0.634
O  3.97108  -0.73121  0.27751  -0.480
S  1.39092  -0.85402  -1.04382  0.059
S  0.92726  2.19990  -0.62764  0.057

# 2
Below is a 2-piece molecular cluster, C3H6N2S overall in a non-equilibrium geometry, with properties calculated with ωB97M-V/def2-TZVPD.

Values from the calculation:
Highest occupied orbital energy in eV: -8.16
Energy relative to the best compared isomer or geometry (same formula, charge and spin) in kcal/mol: 111.7
Total energy in a.u.: -625.443955
LUMO in Ha: -0.005

Last column: natural (NBO) charge in e.
Element x y z (Å)
C  -0.71612  1.14904  -0.20999  0.402
C  0.26672  0.50423  0.32956  -0.435
C  0.50937  -1.00339  0.01938  -0.287
H  -2.35097  1.84525  -1.69564  0.423
H  -1.09486  0.17618  -1.90009  0.389
H  -1.28665  2.63505  1.39504  0.393
H  -2.50838  2.48366  0.18548  0.377
H  0.92215  1.18823  1.21116  0.236
H  -0.27671  -1.35873  -0.78184  0.169
N  -1.38416  0.89949  -1.36816  -0.789
N  -1.40731  2.38747  0.37515  -0.875
S  1.61099  -2.11735  0.48145  -0.004

# 3
Below is C3H6N2S as an isolated structure in a non-equilibrium geometry, with properties calculated with ωB97M-V/def2-TZVPD.

Values from the calculation:
Highest occupied orbital energy in eV: -8.50
Energy relative to the best compared isomer or geometry (same formula, charge and spin) in kcal/mol: 105.2
Total energy in a.u.: -625.454354
LUMO in Ha: 0.003

Last column: natural (NBO) charge in e.
Element x y z (Å)
C  -0.98921  -0.93204  0.09742  -0.084
C  -2.34253  -1.11919  -0.06605  -0.428
C  0.93036  0.71475  -0.02280  -0.073
H  -1.03122  2.38649  -0.49821  0.358
H  -1.45611  1.77790  1.05037  0.359
H  -0.21337  -1.71264  0.50620  0.257
H  -2.92241  -2.10657  0.31413  0.232
H  -3.11268  -0.32221  -0.87660  0.243
H  1.05409  1.91010  0.12625  0.204
N  -1.39552  1.42757  0.07495  -0.642
N  -0.42060  0.40154  -0.12634  -0.298
S  2.17518  -0.41987  -0.01961  -0.128

# 4
Below is a 2-piece molecular cluster, C3H6N2S overall in a non-equilibrium geometry, with properties calculated with ωB97M-V/def2-TZVPD.

Values from the calculation:
Highest occupied orbital energy (alpha / beta) in eV: -8.11 / -8.63
Energy relative to the best compared isomer or geometry (same formula, charge and spin) in kcal/mol: 88.4
Total energy in a.u.: -625.481172
LUMO (alpha / beta) in Ha: -0.057 / 0.004

Last column: natural (NBO) charge in e.
Element x y z (Å)
C  0.06077  1.23957  -1.46173  -0.356
C  0.32962  0.13420  -0.76671  -0.190
C  1.48250  0.02721  0.18231  -0.656
N  -2.25987  -1.15598  2.03181  -0.288
N  -1.14585  -0.97462  1.80287  0.019
S  -0.67950  -1.28091  -0.90807  0.042
H  -0.76328  1.29437  -2.15044  0.205
H  0.67971  2.11641  -1.36386  0.193
H  1.19070  -0.53472  1.06536  0.235
H  2.31144  -0.49661  -0.29396  0.226
H  1.82050  1.01836  0.47602  0.212
H  -3.02672  -1.38727  1.38639  0.358

# 5
Below is an isolated molecule of C3H6N2S in a non-equilibrium geometry, with properties calculated with ωB97M-V/def2-TZVPD.

Values from the calculation:
Highest occupied orbital energy in eV: -8.58
Energy relative to the best compared isomer or geometry (same formula, charge and spin) in kcal/mol: 83.5
SMILES string: [H]/N=C\N(C)C=S
Total energy in a.u.: -625.488906
LUMO in Ha: -0.004

Last column: natural (NBO) charge in e.
Element x y z (Å)
H  -0.31990  -1.76267  0.83729  0.362
N  -0.22167  -1.18156  1.55986  -0.628
C  0.17286  0.10108  1.47286  0.242
N  0.25313  0.77806  0.28056  -0.454
C  0.21935  2.13593  0.50578  -0.420
C  -0.00363  0.25130  -0.87301  -0.064
S  -0.19239  -1.25430  -1.43198  -0.064
H  0.10529  0.75773  2.52252  0.198
H  -0.00669  2.46336  1.58519  0.237
H  -0.49916  2.50123  -0.25894  0.212
H  1.12011  2.91487  0.14816  0.206
H  0.12688  1.08902  -1.43930  0.172

# 6
Below is an isolated molecule of C3H6N2S in a non-equilibrium geometry, with properties calculated with ωB97M-V/def2-TZVPD.

Values from the calculation:
Highest occupied orbital energy (alpha / beta) in eV: -6.69 / -8.81
Energy relative to the best compared isomer or geometry (same formula, charge and spin) in kcal/mol: 34.1
2S+1: 3
Total energy in a.u.: -625.410355
LUMO (alpha / beta) in Ha: 0.024 / -0.061

Last column: natural (NBO) charge in e.
Element x y z (Å)
C  0.86086  -1.63375  -0.64902  -0.384
C  0.12510  -0.82093  0.10513  -0.150
C  0.48614  0.68336  0.29978  -0.656
N  -3.50005  0.34684  -0.25757  -0.391
N  -2.29346  0.29072  -0.39074  -0.250
S  -1.58945  -1.27995  0.39148  0.366
H  0.60762  -2.67948  -0.68209  0.203
H  1.91647  -1.51060  -0.93249  0.203
H  0.44076  1.13971  -0.64798  0.230
H  -0.00785  1.25779  1.08173  0.235
H  1.54079  0.75730  0.40561  0.219
H  -4.03534  1.06819  -0.73781  0.375

# 7
Below is an isolated ion of composition C3H6N2S and charge +2 in a non-equilibrium geometry, with properties calculated with ωB97M-V/def2-TZVPD.

Values from the calculation:
Charge: +2
Highest occupied orbital energy (alpha / beta) in eV: -19.90 / -19.90
Energy relative to the best compared isomer or geometry (same formula, charge and spin) in kcal/mol: 52.3
Total energy in a.u.: -624.774261
LUMO (alpha / beta) in Ha: -0.435 / -0.435

Last column: natural (NBO) charge in e.
Element x y z (Å)
C  1.76198  1.19664  1.75594  0.289
C  0.37183  0.18156  0.58358  0.195
C  0.00552  -0.59690  -0.65232  -0.332
N  1.79421  0.21391  0.99684  -0.385
N  -1.42218  -0.53739  -0.99786  -0.663
S  -0.19533  1.38358  1.62090  0.576
H  2.45364  1.73820  2.28092  0.272
H  0.18371  -1.69796  -0.54819  0.325
H  0.49447  -0.19418  -1.50353  0.313
H  -1.63309  0.23855  -1.55476  0.455
H  -2.05016  -0.61827  -0.25628  0.453
H  -1.76459  -1.30772  -1.72523  0.501

# 8
Below is an isolated molecule of C3H6N2S2 in a non-equilibrium geometry, with properties calculated with ωB97M-V/def2-TZVPD.

Values from the calculation:
Highest occupied orbital energy in eV: -7.91
Energy relative to the best compared isomer or geometry (same formula, charge and spin) in kcal/mol: 99.4
Total energy in a.u.: -1023.644561
LUMO in Ha: 0.005

Last column: natural (NBO) charge in e.
Element x y z (Å)
C  -0.14160  0.64352  1.51227  -0.103
C  -0.39361  -0.58948  1.93771  0.014
C  -0.80301  -1.80397  2.02556  -0.438
N  -0.02532  1.08961  0.23044  -0.890
N  0.22622  1.65201  -2.11694  -1.010
S  1.76199  -0.82058  -1.36810  -0.345
S  -0.15510  0.35675  -1.05646  1.221
H  0.14278  1.47776  2.15646  0.215
H  1.62048  -1.16807  -2.62998  0.123
H  -1.80895  -2.05745  2.23574  0.207
H  -0.19363  -2.68997  1.98279  0.212
H  0.04637  1.44125  -3.14509  0.392
H  -0.27663  2.46861  -1.76440  0.400

# 9
Below is an isolated molecule of C3H6N2S2 in a non-equilibrium geometry, with properties calculated with ωB97M-V/def2-TZVPD.

Values from the calculation:
Highest occupied orbital energy in eV: -8.29
Energy relative to the best compared isomer or geometry (same formula, charge and spin) in kcal/mol: 54.6
SMILES string: C/C(=N\S)NC=S
Total energy in a.u.: -1023.715975
LUMO in Ha: 0.007

Last column: natural (NBO) charge in e.
Element x y z (Å)
C  0.06231  -1.38194  -0.09522  -0.701
C  -0.34900  0.04850  -0.11648  0.406
N  -1.48619  0.55241  0.00188  -0.586
S  -3.04970  -0.28614  0.11584  0.159
N  0.68714  1.01567  -0.04639  -0.569
C  1.99234  0.91819  0.01748  -0.027
S  2.75890  -0.58402  0.14807  -0.192
H  0.19061  -1.56560  1.05014  0.271
H  0.90615  -1.58908  -0.84079  0.278
H  -1.01691  -1.86575  -0.57764  0.207
H  -3.63228  0.91760  0.27083  0.131
H  0.37430  1.93847  0.14161  0.409
H  2.56232  1.88169  -0.06934  0.214

# 10
Below is an isolated molecule of C3H6N2S2 in a non-equilibrium geometry, with properties calculated with ωB97M-V/def2-TZVPD.

Values from the calculation:
Highest occupied orbital energy in eV: -9.03
Energy relative to the best compared isomer or geometry (same formula, charge and spin) in kcal/mol: 28.7
SMILES string: [H]/N=C\N(S)C(C)=S
Total energy in a.u.: -1023.757259
LUMO in Ha: -0.004

Last column: natural (NBO) charge in e.
Element x y z (Å)
H  2.86196  -0.88596  -0.03049  0.343
N  2.63346  0.10291  -0.00725  -0.621
C  1.38792  0.33976  0.00528  0.268
N  0.32100  -0.59077  -0.00396  -0.559
S  0.83608  -2.26550  0.00338  0.122
C  -1.01819  -0.23391  -0.00422  0.098
C  -1.26055  1.26076  -0.00727  -0.695
S  -2.23645  -1.30492  -0.00485  -0.046
H  1.06892  1.36168  -0.01215  0.185
H  -0.47566  -2.69307  -0.00766  0.172
H  -0.92136  1.73379  0.98528  0.241
H  -2.36892  1.40798  -0.03767  0.255
H  -0.82822  1.76725  -0.87844  0.237

# 11
Below is C3H6N2S2 as an isolated structure in a non-equilibrium geometry, with properties calculated with ωB97M-V/def2-TZVPD.

Values from the calculation:
Highest occupied orbital energy in eV: -8.85
Energy relative to the best compared isomer or geometry (same formula, charge and spin) in kcal/mol: 80.7
Total energy in a.u.: -1023.674318
LUMO in Ha: 0.021

Last column: natural (NBO) charge in e.
Element x y z (Å)
C  -0.41573  -0.13117  -1.26378  0.252
C  0.16764  0.45351  1.41290  -0.561
C  1.46045  -0.11756  0.72603  -0.621
H  -1.79357  0.21940  -2.61128  0.322
H  -2.13894  -0.38404  -0.64049  0.373
H  -0.23732  1.32091  0.58514  0.247
H  0.54499  0.96114  2.62096  0.275
H  1.83191  -1.19429  0.97323  0.241
H  2.41869  0.51234  0.94012  0.232
N  -0.77103  0.47936  -2.35229  -0.685
N  -1.33716  -0.79264  -0.47269  -0.763
S  -1.08004  -1.08789  1.14274  0.392
S  1.35011  -0.23907  -1.06059  0.297

# 12
Below is an isolated molecule of C3H6N2S3 in a non-equilibrium geometry, with properties calculated with ωB97M-V/def2-TZVPD.

Values from the calculation:
Highest occupied orbital energy in eV: -8.84
Energy relative to the best compared isomer or geometry (same formula, charge and spin) in kcal/mol: 67.7
SMILES string: CS[C@]1(S)N=NCS1
Total energy in a.u.: -1421.890620
LUMO in Ha: 0.013

Last column: natural (NBO) charge in e.
Element x y z (Å)
C  -1.37736  1.79191  0.77442  -0.747
S  -0.91773  1.22413  -0.92899  0.226
C  -0.27469  -0.48300  -0.62163  -0.370
S  -1.42497  -1.44079  0.39385  -0.007
N  0.87999  -0.19707  0.26735  -0.143
N  1.97142  -0.60373  -0.02663  -0.088
C  2.07542  -1.38167  -1.21322  -0.413
S  0.37549  -1.43406  -2.06089  0.192
H  -2.34508  2.31304  0.64881  0.229
H  -0.58314  2.50391  1.30787  0.232
H  -1.46298  0.87056  1.37079  0.246
H  -2.52261  -1.55600  -0.56413  0.163
H  2.91313  -1.03945  -1.84120  0.239
H  2.57475  -2.44651  -0.85663  0.240